1.
The following is a DFT calculation (ωB97M-V/def2-TZVPD) of C10H12N3O2 as an isolated structure at a distorted geometry.

The LUMO energy comes out at -0.141 Eh. The calculation puts the molar mass at 206.23 g/mol. The HOMO-LUMO gap comes out at 9.204 eV. As for the net charge: +1. The value obtained for the energy is -19120.0108 eV.

Each line ends with the natural charge from an NBO analysis.
Element x y z (Å)
C -3.558 1.095 -0.600  -0.17
C -3.591 0.636 0.707  -0.19
C -2.575 0.646 -1.470  -0.18
C -2.628 -0.248 1.162  -0.20
C -1.623 -0.254 -1.032  -0.22
C -1.634 -0.692 0.293  -0.06
C 1.083 -0.758 0.340  0.57
C 2.857 0.648 0.510  -0.23
C 3.045 -0.297 -0.698  -0.24
C -0.587 -1.627 0.780  -0.04
N 1.543 0.253 1.021  -0.56
N 1.855 -1.141 -0.628  -0.56
N -0.589 -2.906 0.051  0.52
O -1.191 -3.789 0.589  -0.29
O -0.040 -2.952 -1.024  -0.40
H -4.300 1.801 -0.944  0.24
H -4.369 0.971 1.373  0.24
H -2.550 0.997 -2.489  0.23
H -2.657 -0.604 2.181  0.23
H -0.870 -0.619 -1.716  0.22
H 3.613 0.490 1.284  0.23
H 2.860 1.702 0.229  0.23
H 3.067 0.237 -1.651  0.23
H 3.947 -0.909 -0.619  0.24
H -0.563 -1.789 1.853  0.26
H 1.100 0.701 1.807  0.45
H 1.638 -1.903 -1.263  0.47



2.
The following is a DFT calculation (ωB97M-V/def2-TZVPD) of C27H54CaF6O27P as an isolated structure at a distorted geometry.

The LUMO energy comes out at -0.133 Eh. The calculation puts the molar mass at 995.74 g/mol. The HOMO-LUMO gap comes out at 8.019 eV. As for the net charge: +1. The value obtained for the energy is -128192.1487 eV.

Each line ends with the Mulliken charge.
Element x y z (Å)
Ca 11.789 -18.399 0.568  2.02
P 10.772 -17.725 4.157  1.36
F 9.211 -17.534 3.790  -0.31
F 11.283 -17.473 2.544  -0.26
F 10.891 -16.154 4.406  -0.44
F 12.318 -17.941 4.518  -0.55
F 10.274 -18.016 5.664  -0.37
F 10.627 -19.253 3.662  0.02
C 9.129 -21.814 4.575  -0.36
O 8.823 -22.487 5.773  -0.32
C 7.539 -22.527 6.117  0.74
O 6.664 -21.973 5.515  -0.58
O 7.358 -23.099 7.283  -0.38
C 8.407 -23.620 8.163  -0.21
H 8.871 -20.755 4.625  -0.01
H 8.646 -22.278 3.714  0.58
H 10.213 -21.881 4.472  -0.01
H 8.894 -22.690 8.459  -0.10
H 9.025 -24.243 7.520  0.34
H 7.739 -24.062 8.895  0.20
C 7.563 -17.947 -1.007  -0.51
O 7.333 -18.679 0.184  -0.42
C 8.324 -19.186 0.904  0.76
O 9.495 -19.305 0.593  -0.66
O 7.934 -19.571 2.078  -0.10
C 6.746 -19.075 2.717  -0.54
H 7.066 -16.980 -0.940  0.34
H 7.132 -18.460 -1.867  0.38
H 8.638 -17.871 -1.151  -0.05
H 5.866 -19.636 2.410  0.31
H 6.623 -18.038 2.408  0.33
H 6.855 -19.122 3.794  0.02
C 11.640 -20.241 7.122  0.56
O 12.533 -21.235 7.643  -0.26
C 12.570 -21.322 8.969  0.77
O 12.068 -20.609 9.786  -0.48
O 13.152 -22.458 9.394  -0.37
C 13.738 -23.366 8.484  -0.56
H 12.159 -19.361 6.750  -0.18
H 10.852 -19.955 7.815  0.09
H 11.130 -20.662 6.254  -0.36
H 13.990 -24.266 9.038  0.28
H 14.659 -23.057 7.982  0.25
H 13.047 -23.620 7.677  0.22
C 5.793 -13.529 3.233  -0.64
O 6.526 -14.048 4.358  -0.27
C 7.354 -13.224 5.005  0.79
O 7.395 -12.029 4.816  -0.62
O 8.049 -13.781 5.970  -0.35
C 7.916 -15.180 6.293  -0.22
H 6.420 -13.679 2.355  0.19
H 5.563 -12.472 3.335  0.36
H 4.890 -14.132 3.251  0.23
H 8.090 -15.756 5.381  -0.20
H 6.908 -15.323 6.670  0.41
H 8.742 -15.467 6.936  0.36
C 17.141 -19.728 0.843  -0.72
O 15.704 -19.732 0.822  -0.34
C 15.048 -18.900 1.590  0.39
O 13.848 -18.768 1.478  -0.37
O 15.819 -18.264 2.436  -0.39
C 15.208 -17.317 3.330  -0.55
H 17.435 -20.419 0.059  0.26
H 17.579 -19.945 1.812  0.30
H 17.523 -18.752 0.537  0.33
H 14.741 -17.822 4.176  0.19
H 14.495 -16.678 2.819  0.31
H 16.034 -16.772 3.780  0.35
C 14.910 -14.298 10.648  -0.68
O 14.580 -15.314 9.737  -0.31
C 14.352 -15.030 8.482  0.65
O 14.433 -13.964 7.935  -0.56
O 13.924 -16.147 7.870  -0.22
C 13.737 -16.195 6.488  -0.43
H 13.967 -13.866 10.980  0.29
H 15.695 -13.615 10.308  0.31
H 15.462 -14.695 11.505  0.26
H 13.727 -17.275 6.330  0.11
H 14.560 -15.848 5.850  0.27
H 12.845 -15.684 6.123  0.26
C 9.985 -15.674 -2.694  -0.60
O 9.626 -14.956 -1.515  -0.34
C 9.884 -15.532 -0.357  0.48
O 10.428 -16.607 -0.187  -0.19
O 9.437 -14.704 0.571  -0.37
C 9.157 -15.265 1.874  -0.03
H 9.754 -15.132 -3.607  0.28
H 9.456 -16.619 -2.815  0.23
H 11.057 -15.874 -2.670  0.27
H 8.460 -16.086 1.719  0.19
H 8.718 -14.490 2.496  0.04
H 10.075 -15.540 2.388  0.01
C 13.202 -21.699 3.716  -0.34
O 12.397 -22.492 2.858  -0.41
C 11.800 -21.899 1.840  0.47
O 11.848 -20.722 1.576  0.06
O 11.358 -22.855 1.040  -0.42
C 10.771 -22.488 -0.194  -0.46
H 13.442 -22.320 4.581  0.21
H 12.653 -20.812 4.029  0.03
H 14.210 -21.534 3.326  0.30
H 10.499 -23.403 -0.712  0.30
H 11.415 -21.908 -0.859  0.21
H 9.869 -21.912 0.028  0.10
C 7.565 -21.581 10.885  -0.73
O 7.475 -20.604 9.883  -0.33
C 8.480 -19.763 9.695  0.70
O 9.453 -19.723 10.389  -0.52
O 8.300 -18.954 8.666  -0.30
C 7.567 -19.276 7.502  -0.04
H 7.622 -21.122 11.871  0.30
H 8.382 -22.296 10.763  0.30
H 6.699 -22.244 10.873  0.28
H 8.286 -19.858 6.909  -0.21
H 7.359 -18.403 6.889  0.11
H 6.676 -19.878 7.674  0.46



3.
The following is a DFT calculation (ωB97M-V/def2-TZVPD) of a 2-piece molecular cluster, C5H10Cl2Si overall at a distorted geometry.

The LUMO energy comes out at 0.004 Eh. The calculation puts the molar mass at 169.13 g/mol. The HOMO-LUMO gap comes out at 8.851 eV. The value obtained for the energy is -38266.0629 eV.

Each line ends with the natural charge from an NBO analysis.
Element x y z (Å)
C -1.585 0.226 -0.528  -0.38
C -2.280 -1.076 -0.170  -0.25
C -2.281 0.063 0.783  -0.23
C 1.800 -0.640 1.166  -1.13
C 2.148 1.408 -1.086  -1.09
Si 1.133 -0.119 -0.523  1.27
Cl -3.736 -1.635 -1.082  -0.04
Cl -3.776 1.061 0.881  -0.07
H -1.983 0.808 -1.261  0.21
H -1.645 -1.846 0.194  0.22
H -1.854 0.134 1.667  0.21
H 2.573 -0.026 1.605  0.24
H 0.981 -0.656 1.891  0.24
H 2.306 -1.557 1.058  0.24
H 1.835 2.214 -0.511  0.24
H 3.251 1.291 -0.842  0.25
H 1.916 1.778 -2.042  0.24
H 1.197 -1.427 -1.201  -0.19



4.
The following is a DFT calculation (ωB97M-V/def2-TZVPD) of one molecule with the formula C6H13NO4 at a distorted geometry.

The LUMO energy comes out at 0.010 Eh. The structure (SMILES) is CC(C)(C)OCCOON=O. The calculation puts the molar mass at 163.17 g/mol. The HOMO-LUMO gap comes out at 10.430 eV. The value obtained for the energy is -16107.0173 eV.

Each line ends with the natural charge from an NBO analysis.
Element x y z (Å)
C -0.106 -1.692 -1.622  -0.65
C 0.985 -0.795 -1.025  0.27
C 1.757 -1.539 0.071  -0.64
C 1.957 -0.369 -2.132  -0.62
O 0.403 0.425 -0.494  -0.54
C -0.540 0.243 0.542  -0.08
C -1.094 1.560 1.052  -0.10
O -2.012 1.319 2.075  -0.24
O -2.151 2.507 2.942  -0.11
N -3.442 2.809 2.986  0.34
O -3.757 3.580 3.840  -0.29
H -0.695 -1.134 -2.349  0.22
H 0.329 -2.555 -2.124  0.22
H -0.782 -2.065 -0.855  0.21
H 2.483 -0.875 0.537  0.22
H 1.093 -1.911 0.848  0.21
H 2.292 -2.395 -0.340  0.22
H 2.720 0.288 -1.723  0.22
H 2.444 -1.227 -2.593  0.21
H 1.422 0.183 -2.901  0.22
H -1.356 -0.381 0.173  0.17
H -0.061 -0.293 1.363  0.17
H -0.303 2.189 1.472  0.20
H -1.588 2.128 0.257  0.18